Here is C6H9N in the gas phase from the Open Molecules 2025 dataset. Energies are from ωB97M-V with the def2-TZVPD basis set.

Output
Gap between HOMO and LUMO: 9.71 eV
2S+1: 1
Max |F|: 0.56 eV Å⁻¹
Energy relative to the best compared isomer or geometry (same formula, charge and spin): 47.37 kcal per mole
SMILES: CC1=CNC=CC1

Geometry as XYZ:
```
16
C6H9N | the Open Molecules 2025 dataset | ωB97M-V with the def2-TZVPD basis set
C 1.76999 -0.95479 0.75774
C 0.54164 -0.47463 0.04632
C 0.46661 0.85145 -0.70611
C -0.75824 1.54119 -0.13165
C -1.85207 0.78508 -0.08976
N -1.74518 -0.56713 -0.58874
C -0.62529 -1.10968 0.14279
H 1.56638 -1.10609 1.82450
H 2.61890 -0.27244 0.66346
H 2.05423 -1.92085 0.33441
H 1.38175 1.44594 -0.63563
H 0.30356 0.69185 -1.78723
H -0.65816 2.48399 0.39010
H -2.76631 0.98471 0.45533
H -1.42641 -0.51416 -1.56099
H -0.87139 -1.86443 0.88546
```

Results of the natural (NBO) charge analysis, in e, for atoms 1 through 2: number 1, C, carries -0.644; number 2, C, carries 0.000


Here is C6H9N in the gas phase from the Open Molecules 2025 dataset. Energies are from ωB97M-V with the def2-TZVPD basis set.

Output
Gap between HOMO and LUMO (spin up / spin down): 7.61 / 7.61 eV
2S+1: 1
Max |F|: 0.32 eV Å⁻¹
Energy relative to the best compared isomer or geometry (same formula, charge and spin): 152.46 kcal per mole

Geometry as XYZ:
```
16
C6H9N | the Open Molecules 2025 dataset | ωB97M-V with the def2-TZVPD basis set
C 2.88041 0.54752 0.23503
C 2.02025 -0.66519 0.19317
C 0.90891 -0.85504 -0.45973
C -0.45647 -0.88996 -0.71855
N -1.46193 -0.64711 0.21196
C -2.60116 0.16637 -0.15266
C -1.60856 0.63456 0.86049
H 3.60394 0.44657 -0.58604
H 3.47607 0.59232 1.15322
H 2.36452 1.51123 0.09124
H -0.82158 -1.33077 -1.64524
H 0.64098 -1.99009 -0.70070
H -3.57306 -0.20813 0.16019
H -2.58184 0.65620 -1.12597
H -0.93031 1.43393 0.56622
H -1.86017 0.59756 1.91736
```

Results of the natural (NBO) charge analysis, in e, for atoms 1 through 2: number 1, C, carries -0.692; number 2, C, carries -0.023